Molecular formula: C5H14NSi
Method: DFT, ωB97M-V/def2-TZVPD

ORCA input file:
```
! RIJCOSX wB97M-V def2-TZVPD def2/J DEFGRID3
* xyz 1 1
C -1.61822 -1.45935 0.15916
C -0.23519 -1.99632 0.48312
C -1.64490 0.14430 0.02070
C 0.77482 -0.29132 0.39171
C -0.12075 2.02131 0.16471
N -0.29733 0.61622 -0.19268
Si 2.41718 -0.05219 -0.45415
H -1.87616 -1.85943 -0.81522
H -2.23771 -1.80459 0.91710
H -0.11108 -2.40353 1.50257
H 0.27790 -2.52930 -0.29463
H -2.35548 0.30589 -0.78483
H -2.00172 0.80399 0.90148
H 0.89518 -0.05095 1.48204
H -0.44849 2.66560 -0.66121
H -0.74346 2.35653 0.96152
H 0.95018 2.20689 0.36248
H 0.00511 0.59633 -1.14197
H 2.98855 -1.09506 -1.37192
H 3.53392 0.46703 0.38035
H 1.83560 1.11806 -1.38612
*
```

Values from the calculation:
HOMO level in eV: -14.53
Energy above the lowest of the compared OMol25 structures with the same formula, charge and spin in kcal per mole: 91.5
LUMO level in eV: -3.0

---

Molecular formula: C5H14O
Method: DFT, ωB97M-V/def2-TZVPD

ORCA input file:
```
! RIJCOSX wB97M-V def2-TZVPD def2/J DEFGRID3
* xyz -1 2
C 0.39629 -0.12677 -0.27514
C -0.66559 0.26328 0.73315
C -1.13280 -0.83799 1.68101
C -2.20101 -1.77481 1.13947
C -0.16634 -0.82720 -1.52874
H 1.05678 0.66040 -0.61994
H 1.05051 -0.85879 0.21305
H -1.50899 0.75639 0.25511
H -0.31872 1.11197 1.35899
H -1.38903 -0.39863 2.65218
H -0.29441 -1.49278 1.90474
H -2.87246 -2.15837 1.91523
H -2.78539 -1.37647 0.30174
H -1.74070 -2.67337 0.69820
H -1.21289 -1.12058 -1.45111
H -0.10183 -0.13684 -2.37534
H 0.40894 -1.71687 -1.78318
H 4.43599 3.67805 -0.98739
H 4.30007 4.93355 -2.01885
O 4.74157 4.09583 -1.81319
*
```

Values from the calculation:
HOMO level (spin up / spin down) in eV: 1.30 / -6.92
Energy above the lowest of the compared OMol25 structures with the same formula, charge and spin in kcal per mole: 13.5
LUMO level (spin up / spin down) in eV: 3.3 / 3.3

---

Molecular formula: C5H14O
Method: DFT, ωB97M-V/def2-TZVPD

ORCA input file:
```
! RIJCOSX wB97M-V def2-TZVPD def2/J DEFGRID3
* xyz 0 1
C -0.86776 1.01921 -1.41501
C 0.41038 1.11309 -0.58132
C -1.73552 2.23697 -1.46781
H -0.75304 0.70993 -2.47102
H -1.35425 0.09218 -1.09630
H 0.98897 2.00421 -0.81930
H 1.07232 0.30962 -0.93470
H -2.03035 2.75481 -0.53530
H -1.18143 3.10682 -1.87845
H 0.24232 0.84644 0.45261
H -2.65781 2.17555 -2.03079
C 0.88318 -2.40958 1.09288
C 1.25141 -1.30585 2.02842
O -0.37283 -2.21067 0.48957
H 1.72072 -2.70657 0.44794
H 0.67676 -3.29412 1.70128
H 1.04631 -0.31285 1.66064
H -0.45852 -1.46668 -0.10081
H 2.28530 -1.25767 2.40709
H 0.83384 -1.40485 3.05036
*
```

Values from the calculation:
SMILES string: CCC.CCO
HOMO level in eV: -10.49
Energy above the lowest of the compared OMol25 structures with the same formula, charge and spin in kcal per mole: 32.9
LUMO level in eV: 1.0

---

Molecular formula: C5H14O
Method: DFT, ωB97M-V/def2-TZVPD

ORCA input file:
```
! RIJCOSX wB97M-V def2-TZVPD def2/J DEFGRID3
* xyz 0 1
C -2.35439 0.61908 -0.61127
C -2.41722 0.61802 -2.15208
H -1.43735 1.00865 -0.18607
H -3.06048 1.38690 -0.26366
H -2.75347 -0.32192 -0.27728
H -2.38649 1.60263 -2.60523
H -3.28424 0.10783 -2.56572
H -1.63187 0.01822 -2.62408
C 1.58082 -0.71392 0.46648
C 2.92647 -0.73762 1.19141
C 0.41668 -0.37693 1.41689
O 1.59001 0.37673 -0.45525
H 1.44613 -1.61977 -0.13713
H 3.31661 -1.77557 1.25843
H 0.34277 0.68135 1.62311
H -0.55970 -0.66645 1.08996
H 0.53857 -0.98220 2.37297
H 1.28053 1.22726 -0.15681
H 2.79328 -0.16240 2.11900
H 3.65331 -0.28988 0.49633
*
```

Values from the calculation:
SMILES string: CC(C)O.CC
HOMO level in eV: -10.08
Energy above the lowest of the compared OMol25 structures with the same formula, charge and spin in kcal per mole: 27.7
LUMO level in eV: 1.0

---

no.,energy (Ha)
1,-542.80216
2,-274.07291
3,-274.08955
4,-274.09793